one) 26
Properties=species:S:1:pos:R:3:lowdin_charge:R:1 method="wB97M-V/def2-TZVPD" gap_ev=9.643 spin_multiplicity=1 smiles="C[C@@H](CN)NC=O.O.O.O" e_lumo_ev=0.6
C -1.475 1.038 -0.426 -0.2873
N -0.957 0.728 -1.700 0.0480
C 1.197 2.068 -1.122 -0.0516
C 0.505 0.791 -1.829 -0.3377
C 1.131 -0.470 -1.264 -0.2205
N 0.905 -1.502 -2.368 -0.0426
O -0.833 1.637 0.471 -0.0488
H -2.565 0.904 -0.148 0.1384
H -1.735 0.319 -2.284 0.1618
H 2.100 2.337 -1.616 0.0532
H 1.780 1.967 -0.221 0.0723
H 0.512 2.868 -1.129 0.0564
H 0.695 0.833 -2.971 0.1576
H 2.253 -0.374 -1.209 0.1188
H 0.674 -0.865 -0.308 0.1201
H 0.843 -2.496 -1.962 0.0945
H 1.389 -1.382 -3.231 0.0373
H -2.545 -0.338 3.054 0.0376
H -1.727 0.552 1.900 0.0252
O -2.395 -0.127 2.144 -0.0700
H -1.002 -2.649 2.680 0.0518
H -0.803 -1.479 1.750 0.0633
O -0.298 -2.301 2.108 -0.1000
H 1.296 -1.427 2.457 -0.0171
H 2.771 -0.889 1.895 -0.0068
O 2.061 -0.837 2.484 -0.0537



two) 26
Properties=species:S:1:pos:R:3:lowdin_charge:R:1 method="wB97M-V/def2-TZVPD" gap_ev=9.758 spin_multiplicity=1 smiles="CC(=O)NCCN.O.O.O" e_lumo_ev=0.4
C 1.374 -1.364 1.561 0.0199
C 0.344 -1.281 0.466 -0.5068
N -0.931 -0.838 0.750 0.0677
C -1.292 0.068 1.833 -0.2065
C -1.074 1.559 1.548 -0.2385
N -2.362 2.209 1.130 -0.0035
O 0.626 -1.513 -0.699 0.0082
H 0.888 -1.049 2.493 0.0607
H 1.645 -2.396 1.809 0.0924
H 2.313 -0.865 1.406 0.0832
H -1.381 -0.607 -0.138 0.1176
H -2.360 -0.126 2.102 0.1179
H -0.858 -0.298 2.776 0.1025
H -0.604 2.094 2.396 0.1058
H -0.327 1.625 0.739 0.0875
H -3.080 1.586 1.486 0.0453
H -2.423 2.237 0.117 0.0565
H -1.413 -1.000 -2.853 0.0433
H -0.309 -0.318 -2.067 -0.0143
O -1.219 -0.198 -2.372 -0.0703
H 2.662 0.370 -1.543 -0.0093
H 2.539 -1.003 -2.082 0.0253
O 3.210 -0.415 -1.718 -0.0633
H 1.641 1.646 -1.165 0.0597
H 0.227 1.805 -1.798 0.0766
O 0.819 1.182 -1.351 -0.0577



Quick ranking, most stable first: two), one).



one) 17
Properties=species:S:1:pos:R:3:lowdin_charge:R:1 method="wB97M-V/def2-TZVPD" gap_ev=9.916 spin_multiplicity=1 smiles=CNC.CN e_lumo_ev=1.1
C -2.487 -2.509 0.378 -0.2512
N -3.525 -1.623 0.847 -0.1029
H -2.519 -3.529 0.732 0.0294
H -1.438 -2.239 0.878 0.0917
H -2.435 -2.515 -0.862 0.1252
H -4.424 -1.842 0.326 0.0825
H -3.972 -1.923 1.672 0.0253
C 1.904 2.856 -0.173 -0.1567
N 1.377 1.540 -0.689 -0.2182
C 2.359 0.414 -0.351 -0.1665
H 2.456 2.509 0.713 0.0639
H 2.448 3.389 -0.910 0.0427
H 0.821 3.295 -0.049 0.1074
H 1.340 1.792 -1.730 0.1057
H 2.572 -0.315 -1.106 0.0313
H 2.055 -0.127 0.647 0.1000
H 3.469 0.828 -0.322 0.0904



two) 17
Properties=species:S:1:pos:R:3:lowdin_charge:R:1 method="wB97M-V/def2-TZVPD" gap_ev=9.676 spin_multiplicity=1 smiles=CCN.CN e_lumo_ev=0.9
C 2.803 -2.223 0.002 -0.2010
N 2.327 -2.494 1.382 -0.0701
H 3.569 -1.392 -0.098 0.0705
H 2.031 -1.824 -0.654 0.0487
H 3.265 -3.138 -0.388 0.0678
H 3.118 -2.788 1.849 0.0081
H 1.840 -1.723 1.891 0.0749
C -2.972 2.003 -0.666 -0.1003
C -1.795 1.459 0.227 -0.3206
N -0.784 0.950 -0.700 -0.0529
H -3.532 1.269 -1.268 0.0750
H -3.409 2.866 -0.094 0.0757
H -2.597 2.640 -1.490 0.0536
H -1.365 2.006 1.045 0.0847
H -2.104 0.585 0.732 0.0752
H -0.428 1.479 -1.421 0.0102
H 0.035 0.324 -0.351 0.1005



Quick ranking, most stable first: two), one).



one) 24
Properties=species:S:1:pos:R:3:lowdin_charge:R:1 method="wB97M-V/def2-TZVPD" gap_ev="8.023 / 4.198" spin_multiplicity=2 total_charge=+1 e_lumo_ev="-6.0 / -9.8"
C 0.748 -1.737 2.213 0.2360
C 0.427 -2.389 1.035 0.2496
H 1.358 -0.838 2.304 0.0850
H 0.395 -2.052 3.197 0.1209
H 0.616 -1.912 0.062 0.0784
H -0.030 -3.370 0.954 0.1204
H -1.812 -0.054 -1.777 0.0365
H -1.015 0.357 -2.950 0.0668
O -1.076 -0.379 -2.323 -0.0605
H -2.755 -0.575 0.201 0.0405
H -1.817 0.527 0.786 -0.0024
O -2.684 0.369 0.396 -0.0346
H 2.875 -0.147 1.093 0.0537
H 1.932 0.352 -0.033 0.0126
O 2.291 0.582 0.853 -0.0740
H -1.899 2.928 -1.546 0.0678
H -0.709 2.284 -0.938 0.0108
O -1.274 2.211 -1.722 -0.0595
H 1.837 -1.026 -2.145 0.0903
H 0.484 -0.427 -1.736 0.0233
O 1.391 -0.645 -1.371 -0.0912
H 0.493 2.690 1.263 0.0765
H 0.395 1.232 1.129 0.0035
O -0.173 2.019 1.054 -0.0503



two) 24
Properties=species:S:1:pos:R:3:lowdin_charge:R:1 method="wB97M-V/def2-TZVPD" gap_ev="7.188 / 2.605" spin_multiplicity=2 total_charge=+1 e_lumo_ev="-6.0 / -10.4"
C -0.024 2.959 -0.516 0.2122
C 0.541 1.883 -1.088 0.2037
H -1.056 3.134 -0.609 0.1056
H 0.704 3.598 0.026 0.1382
H 0.090 1.271 -1.838 0.0801
H 1.617 1.674 -1.064 0.1345
H -1.183 -2.155 -1.285 -0.0220
H -2.786 -1.859 -1.153 0.0184
O -2.081 -2.444 -1.412 -0.0435
H 0.305 -1.274 -2.731 0.0635
H 0.418 -1.266 -1.297 -0.0947
O 0.224 -0.750 -1.971 0.0137
H -1.627 0.998 2.391 0.1150
H -0.372 1.596 1.719 0.0741
O -0.753 0.693 1.996 -0.0757
H 2.279 -2.237 0.199 0.0888
H 0.971 -1.943 1.054 0.0892
O 1.306 -2.022 0.092 -0.0989
H -1.704 0.581 -0.224 -0.0865
H -1.832 -0.320 0.889 0.0311
O -2.133 -0.138 -0.002 0.0240
H 3.002 -0.656 1.848 -0.0099
H 1.706 -0.309 2.569 0.0614
O 2.384 -1.015 2.406 -0.0222



Quick ranking, most stable first: one), two).



one) 12
Properties=species:S:1:pos:R:3:lowdin_charge:R:1 method="wB97M-V/def2-TZVPD" gap_ev=9.861 spin_multiplicity=1 smiles="CNC(=O)CBr" e_lumo_ev=0.7
C -0.552 -0.585 0.136 -0.5067
C -0.579 1.743 -0.690 -0.0521
C 0.755 -1.830 0.714 -0.5796
N 0.103 0.520 -0.173 -0.0320
O -1.668 -0.896 -0.108 0.0796
Br 2.164 -1.036 1.664 0.6668
H -1.470 1.372 -1.180 0.0674
H -0.792 2.509 0.060 0.0778
H 0.046 2.203 -1.576 0.1147
H 0.945 -2.172 -0.369 0.0733
H 0.067 -2.532 1.241 0.0465
H 0.981 0.705 0.282 0.0444



two) 12
Properties=species:S:1:pos:R:3:lowdin_charge:R:1 method="wB97M-V/def2-TZVPD" gap_ev=10.674 spin_multiplicity=1 smiles=Br[C@H]1CCNO1 e_lumo_ev=0.8
C -0.498 -0.722 0.151 -0.1628
C 1.034 -0.543 0.021 -0.2254
C -0.869 0.655 -0.483 -0.7933
N 1.177 0.724 0.666 0.0001
O 0.118 1.565 0.037 -0.1895
Br -0.920 0.732 -2.361 0.7469
H -1.111 -1.519 -0.262 0.1097
H -0.734 -0.626 1.208 0.1065
H 1.476 -1.307 0.621 0.1141
H 1.368 -0.700 -0.973 0.0959
H -1.838 1.130 -0.234 0.0891
H 0.797 0.610 1.606 0.1087



Quick ranking, most stable first: one), two).



one) 9
Properties=species:S:1:pos:R:3:lowdin_charge:R:1 method="wB97M-V/def2-TZVPD" gap_ev=10.596 spin_multiplicity=1 smiles="C=CC" e_lumo_ev=1.3
C 0.785 0.840 -0.116 -0.1761
C 0.158 -0.496 -0.247 -0.2138
C -1.050 -0.586 0.409 -0.0128
H 1.719 0.778 0.245 0.0120
H 1.131 1.376 -1.056 0.0866
H 0.131 1.772 0.137 0.1156
H 0.625 -1.241 -0.991 0.1198
H -1.725 -1.397 0.257 0.0333
H -1.240 0.164 1.131 0.0353



two) 9
Properties=species:S:1:pos:R:3:lowdin_charge:R:1 method="wB97M-V/def2-TZVPD" gap_ev=10.606 spin_multiplicity=1 smiles="C=CC" e_lumo_ev=1.3
C -0.242 -0.595 0.881 -0.1898
C 0.347 -0.175 -0.357 -0.3634
C -0.108 0.924 -0.973 -0.0488
H 0.600 -0.192 1.591 0.1013
H -1.305 0.002 1.099 0.1332
H -0.220 -1.788 0.935 0.1059
H 1.227 -0.888 -0.753 0.1431
H -0.883 1.532 -0.559 0.0405
H 0.584 1.180 -1.864 0.0781



Quick ranking, most stable first: one), two).



one) 22
Properties=species:S:1:pos:R:3:lowdin_charge:R:1 method="wB97M-V/def2-TZVPD" gap_ev=9.952 spin_multiplicity=1 total_charge=+1 e_lumo_ev=-3.0
C 0.431 -1.765 0.262 -0.1827
O 1.852 -1.873 0.248 -0.0455
C 0.020 -0.313 0.467 -0.3703
C -1.411 -0.178 0.950 -0.4868
S -2.455 0.241 -0.495 0.7704
N 1.014 0.315 1.419 0.2483
H -0.038 -2.166 -0.627 0.1441
H 0.141 -2.307 1.167 0.1368
H 2.137 -2.232 -0.599 0.1130
H 0.086 0.193 -0.498 0.0985
H -1.785 -1.078 1.422 0.0836
H -1.569 0.657 1.629 0.0794
H -3.652 0.425 0.071 -0.1222
H 0.661 0.590 2.336 0.1794
H 1.810 -0.306 1.501 0.1472
H 1.317 1.190 0.969 0.1488
H -0.139 3.859 0.037 0.0652
H -0.286 2.288 -0.164 0.0000
O 0.185 2.992 0.291 -0.0415
H 1.347 -0.132 -3.436 0.0428
H -0.111 -0.363 -3.834 0.0501
O 0.444 -0.038 -3.116 -0.0587



two) 22
Properties=species:S:1:pos:R:3:lowdin_charge:R:1 method="wB97M-V/def2-TZVPD" gap_ev=10.041 spin_multiplicity=1 total_charge=+1 e_lumo_ev=-2.8
C -1.627 0.149 0.568 -0.1970
O -1.449 1.434 1.148 -0.0405
C -0.314 -0.606 0.632 -0.3745
C -0.375 -2.037 0.201 -0.4950
S 1.252 -2.842 0.477 0.7482
N 0.679 0.204 -0.165 0.2278
H -2.451 -0.425 1.004 0.1465
H -1.903 0.373 -0.461 0.1127
H -1.525 1.381 2.114 0.1164
H 0.076 -0.552 1.649 0.1525
H -1.162 -2.547 0.760 0.1009
H -0.623 -2.213 -0.842 0.0744
H 0.826 -4.103 0.595 -0.1225
H 0.686 1.152 0.254 0.1667
H 1.610 -0.206 -0.082 0.1411
H 0.482 0.217 -1.175 0.1402
H -1.578 0.560 -2.618 0.0586
H -0.908 -0.373 -3.622 0.0730
O -0.979 -0.195 -2.674 -0.0442
H 2.758 4.105 0.294 0.0384
H 3.646 3.296 1.268 0.0500
O 2.879 3.229 0.675 -0.0736



Quick ranking, most stable first: two), one).